[1]
The molecule C19H20O7, computed with the ωB97M-V functional and the def2-TZVPD basis.

Atoms and positions in Å:
C -3.84 -3.30 0.00
O -2.99 -2.53 0.82
C -2.82 -1.20 0.63
C -1.99 -0.60 1.58
C -1.67 0.74 1.54
C -2.20 1.53 0.53
C -1.92 2.97 0.40
O -2.67 3.74 -0.17
C -0.61 3.48 1.00
O 0.41 2.50 0.91
C 1.47 2.76 0.11
O 1.64 3.82 -0.44
C 2.37 1.60 0.00
C 3.63 1.78 -0.55
C 4.49 0.70 -0.68
C 4.11 -0.56 -0.27
O 4.87 -1.68 -0.35
C 6.16 -1.57 -0.90
C 2.81 -0.75 0.29
O 2.52 -2.03 0.65
C 1.26 -2.28 1.22
C 1.97 0.33 0.42
C -3.06 0.95 -0.40
C -3.38 -0.39 -0.38
O -4.21 -0.98 -1.30
C -4.80 -0.17 -2.29
H -3.50 -3.31 -1.04
H -3.78 -4.31 0.40
H -4.87 -2.95 0.04
H -1.60 -1.24 2.36
H -1.04 1.16 2.30
H -0.77 3.72 2.05
H -0.30 4.39 0.47
H 3.92 2.76 -0.88
H 5.47 0.86 -1.11
H 6.13 -1.23 -1.94
H 6.58 -2.58 -0.86
H 6.79 -0.90 -0.31
H 0.44 -2.04 0.54
H 1.25 -3.35 1.44
H 1.13 -1.72 2.16
H 0.98 0.21 0.83
H -3.47 1.61 -1.16
H -5.43 -0.84 -2.87
H -4.05 0.28 -2.94
H -5.42 0.61 -1.84

HOMO-LUMO gap, eV: 8.65
SMILES: COc1ccc(C(=O)COC(=O)c2ccc(OC)c(OC)c2)cc1OC
HOMO energy, eV: -8.294
ΔE to the lowest compared entry with this formula, charge and spin, kJ/mol: 121.3


[2]
C19H21AgN5O as an isolated structure, computed with the ωB97M-V functional and the def2-TZVPD basis.

Atoms and positions in Å:
Ag -0.49 -1.79 -1.81
C 2.60 1.02 -0.59
N 1.84 0.20 0.32
C 2.68 -0.72 1.07
C 1.88 -1.64 1.92
N 2.11 -1.88 3.19
C 1.16 -2.82 3.55
C 0.92 -3.44 4.77
C -0.12 -4.34 4.85
C -0.93 -4.62 3.74
C -0.71 -4.02 2.52
C 0.35 -3.12 2.44
N 0.84 -2.35 1.41
C 1.76 2.04 -1.27
N 2.17 3.25 -1.54
C 1.13 3.83 -2.25
C 1.03 5.10 -2.80
C -0.13 5.43 -3.48
C -1.17 4.50 -3.61
C -1.09 3.23 -3.07
C 0.07 2.91 -2.38
N 0.50 1.77 -1.73
H 3.02 0.35 -1.35
H 3.45 1.56 -0.13
H 1.26 0.76 0.94
H 3.43 -0.23 1.70
H 3.22 -1.32 0.33
H 1.54 -3.21 5.63
H -0.33 -4.83 5.80
H -1.75 -5.33 3.85
H -1.34 -4.23 1.66
H 0.47 -2.26 0.46
H 1.85 5.81 -2.70
H -0.23 6.41 -3.92
H -2.07 4.78 -4.16
H -1.89 2.52 -3.18
H -0.05 0.94 -1.51
C -3.40 -0.09 -2.48
O -3.17 -0.57 -1.18
C -1.92 -0.34 -0.69
C -2.00 -0.78 0.75
H -3.22 0.99 -2.52
H -4.44 -0.30 -2.73
H -2.73 -0.59 -3.19
H -2.50 -1.74 0.90
H -2.59 -0.02 1.27
H -1.01 -0.80 1.22

HOMO-LUMO gap (alpha / beta), eV: 5.28 / 5.28
HOMO energy (alpha / beta), eV: -2.161 / -2.153
Net charge: -1
ΔE to the lowest compared entry with this formula, charge and spin, kJ/mol: 19.9


Ordered energy results: -34358.4302, -33540.0860; unit eV.